[1]
23
Properties=species:S:1:pos:R:3:forces:R:3 method="wB97M-V/def2-TZVPD" gap_ev=10.4 smiles=C[C@H](O)[C@@H](C)N.O.O total_charge=0 lumo_ev=0.7 homo_energy_ha=-0.357 total_energy_ha=-441.88002
C -0.7338 0.3310 -1.7439 0.15 0.06 0.49
C -0.2699 0.2630 -0.2963 0.39 -0.28 0.21
C -1.3204 -0.2744 0.6759 -0.55 0.36 0.17
C -2.0746 -1.4785 0.1651 -0.21 -0.32 -0.19
O -2.2468 0.7543 1.0656 -0.25 0.02 -0.34
N 0.2762 1.5374 0.2082 -0.41 0.53 -0.11
H -1.6998 0.8098 -1.8541 -0.27 0.20 -0.05
H -0.7937 -0.6771 -2.1263 -0.09 -0.22 -0.34
H -0.0058 0.8866 -2.3259 0.11 0.03 -0.21
H 0.5413 -0.4633 -0.2472 0.09 -0.12 -0.12
H -0.8440 -0.5285 1.6180 0.31 -0.05 0.05
H -2.6912 -1.9208 0.9449 0.08 0.04 0.16
H -1.4081 -2.2495 -0.2165 0.15 -0.04 0.03
H -2.7599 -1.2196 -0.6471 0.10 0.15 -0.07
H -2.8922 0.8665 0.3508 0.20 -0.01 0.23
H 0.2067 2.2405 -0.5256 0.21 -0.15 -0.04
H -0.3784 1.9017 0.8961 0.08 -0.10 0.19
H 2.3350 1.2628 0.3880 -0.24 -0.13 -0.23
H 3.2372 1.2745 -0.8608 -0.03 -0.04 0.11
O 3.1018 0.8219 -0.0220 0.23 0.04 0.08
H 2.6107 -2.4811 -0.4837 0.01 0.03 0.09
H 2.8501 -1.1415 0.2222 -0.07 0.17 -0.06
O 2.3691 -1.9792 0.3014 0.02 -0.17 -0.06

[2]
100
Properties=species:S:1:pos:R:3:forces:R:3 method="wB97M-V/def2-TZVPD" gap_ev=9.2 smiles=OCCO.OCCO.OCCO.OCCO.OCCO.OCCO.OCCO.OCCO.OCCO.OCCO total_charge=0 lumo_ev=-0.3 homo_energy_ha=-0.347 total_energy_ha=-2302.66532
C 3.9288 -0.9573 -2.4539 -0.59 0.75 0.60
C 4.4682 0.2526 -1.6819 -0.19 -0.89 -0.37
O 5.6551 -0.1053 -1.0160 0.05 0.37 0.30
O 3.4655 -1.9456 -1.5432 0.41 -0.33 -0.26
H 4.7230 -1.4142 -3.0386 -0.07 0.03 -0.20
H 3.0847 -0.6135 -3.0652 0.20 -0.16 -0.35
H 3.6618 0.5754 -1.0078 0.18 0.12 0.18
H 4.6884 1.0711 -2.3682 0.14 0.01 0.01
H 5.4763 -0.8522 -0.4248 0.01 -0.10 -0.12
H 2.6052 -1.7175 -1.1690 0.05 0.17 0.39
C -4.4002 -0.0790 4.1048 -0.28 0.27 0.02
C -5.8931 0.2230 4.0335 0.08 -1.02 0.57
O -6.2224 1.0709 2.9338 -0.05 -0.24 0.17
O -3.9353 -0.7543 2.9547 -0.20 0.30 -0.23
H -4.2054 -0.7270 4.9599 -0.02 0.05 0.06
H -3.8685 0.8673 4.2572 0.16 -0.06 0.01
H -6.2546 0.6292 4.9812 0.15 0.53 -0.19
H -6.4265 -0.7318 3.9543 0.02 0.05 -0.28
H -6.4954 0.4689 2.2363 -0.04 0.23 -0.15
H -3.8653 -0.0823 2.2555 0.25 -0.21 0.17
C 0.5936 -0.4965 -0.8924 -0.55 -0.74 0.50
C -0.8919 -0.2956 -0.6694 -0.25 0.22 -0.05
O -1.0569 0.5400 0.4756 -0.34 0.17 -0.34
O 1.2008 -1.2136 0.1737 -0.73 -0.74 -1.42
H 1.0660 0.4812 -1.0110 0.09 0.06 -0.25
H 0.6993 -1.1212 -1.7832 0.15 0.23 -0.24
H -1.4467 -1.2327 -0.5592 0.37 -0.21 0.29
H -1.3731 0.1903 -1.5259 0.39 0.18 -0.17
H -1.9119 0.9884 0.3702 0.16 -0.46 0.33
H 1.3825 -0.5953 0.9096 0.36 -0.13 0.08
C -3.9093 -1.2143 -2.9831 0.39 0.76 -0.72
C -4.3499 -2.4417 -2.2297 -0.29 -0.97 -0.14
O -3.2794 -3.3813 -2.1750 0.57 0.52 0.19
O -3.9598 -1.4809 -4.3745 -0.44 -0.85 -0.34
H -2.8810 -0.9180 -2.7478 -0.05 -0.34 0.48
H -4.5268 -0.3343 -2.7649 -0.27 -0.24 0.26
H -5.1507 -2.9815 -2.7512 -0.25 0.70 -0.21
H -4.7512 -2.1836 -1.2428 0.37 0.11 0.09
H -3.5213 -4.1362 -1.6345 -0.12 0.00 0.06
H -3.6657 -0.7588 -4.9298 0.14 0.30 0.30
C -0.6062 4.0734 -2.5043 -0.12 -0.98 -0.70
C 0.2632 5.0396 -3.2549 0.22 1.15 0.34
O 0.5554 4.6363 -4.5782 -0.34 -0.60 0.12
O 0.1069 2.8806 -2.1571 0.08 -0.02 0.58
H -1.4901 3.7540 -3.0671 0.03 0.37 -0.23
H -0.9771 4.5156 -1.5820 0.27 0.05 0.13
H 1.1899 5.1695 -2.6827 0.03 -0.12 0.05
H -0.2199 6.0249 -3.2557 -0.17 -0.07 -0.03
H 1.0887 5.3165 -4.9947 0.06 0.01 -0.02
H 0.4489 2.4352 -2.9389 -0.07 0.23 -0.17
C -3.3483 2.7851 0.9939 1.10 -0.48 0.84
C -3.2774 3.2684 2.4308 -0.69 0.32 0.24
O -4.5921 3.4589 2.9450 0.08 0.06 -0.04
O -3.6701 1.3608 0.9772 -0.65 0.74 -0.54
H -2.3596 2.8603 0.5299 -0.02 0.22 -0.03
H -4.0530 3.3964 0.4344 -0.19 -0.20 -0.03
H -2.7558 4.2267 2.4695 -0.20 0.14 -0.10
H -2.7204 2.6261 3.1165 0.24 -0.42 -0.45
H -5.0589 2.6052 2.9759 0.13 0.19 -0.10
H -4.5576 1.2870 0.6075 0.10 -0.15 0.04
C 4.6840 -4.4954 0.6461 -0.19 -0.66 0.18
C 4.4113 -3.2304 1.4121 0.37 1.12 -0.26
O 5.4687 -2.2538 1.2240 -0.07 -0.20 -0.10
O 4.6452 -4.3692 -0.7651 0.07 0.20 0.53
H 3.9113 -5.1989 0.9871 -0.17 0.02 -0.23
H 5.6146 -4.9891 0.9409 0.24 0.39 0.04
H 4.3108 -3.4133 2.4851 -0.08 -0.30 -0.07
H 3.5085 -2.7393 1.0329 -0.28 -0.43 0.12
H 5.1315 -1.4229 1.5778 0.10 -0.04 0.08
H 4.4906 -3.4318 -0.9526 -0.18 -0.04 -0.29
C 1.9687 0.4056 3.1576 -0.04 0.77 -0.05
C 0.5156 0.1243 3.4959 0.37 -0.13 -0.21
O -0.3093 1.1606 3.0162 -0.14 0.70 0.32
O 2.1324 0.3778 1.7385 0.52 0.54 0.42
H 2.6576 -0.2801 3.6521 -0.09 -0.45 -0.43
H 2.3072 1.3899 3.5006 -0.42 0.06 0.20
H 0.3936 0.0125 4.5742 -0.15 0.06 -0.02
H 0.2143 -0.7921 2.9813 0.11 -0.27 0.30
H -0.5374 0.9688 2.0923 -0.01 -0.17 -0.10
H 1.7324 1.1704 1.3088 0.30 0.11 0.50
C 1.5588 4.0395 0.9099 0.17 -0.07 -1.06
C 1.8712 4.1047 2.3657 -0.24 0.61 1.17
O 0.7386 3.8936 3.2044 0.12 -0.60 -0.55
O 1.1999 2.7261 0.4680 -0.06 0.16 0.36
H 2.4223 4.3625 0.3133 0.09 0.13 0.25
H 0.7411 4.7383 0.6937 -0.05 -0.08 0.13
H 2.1785 5.1311 2.5901 0.05 0.01 -0.20
H 2.7216 3.4964 2.6932 -0.06 -0.34 -0.36
H 0.4161 2.9817 3.0436 -0.03 0.24 0.24
H 0.8831 2.8037 -0.4486 -0.06 -0.25 0.07
C 2.1441 -5.0338 -3.2562 -0.01 -0.29 -0.06
C 1.5254 -4.8719 -1.8875 -0.62 1.04 -0.46
O 0.1583 -5.3157 -1.8284 0.36 -0.69 -0.19
O 2.3720 -6.4191 -3.5290 -0.31 0.43 -0.41
H 3.1006 -4.5152 -3.3272 0.07 -0.14 0.29
H 1.5024 -4.5654 -4.0187 -0.07 -0.17 -0.02
H 1.4553 -3.8017 -1.6559 0.73 -0.08 0.30
H 2.1484 -5.4290 -1.1952 -0.30 0.07 0.35
H -0.3159 -4.8501 -2.5269 -0.05 0.03 0.13
H 1.5031 -6.7828 -3.7363 0.16 -0.19 0.14

[3]
15
Properties=species:S:1:pos:R:3:forces:R:3 method="wB97M-V/def2-TZVPD" gap_ev="7.8 / 7.9" total_charge=0 lumo_ev="0.7 / 0.7" homo_energy_ha="-0.261 / -0.265" total_energy_ha=-345.62624
O 0.7752 1.0577 1.9648 0.16 -0.12 -0.25
C 0.7862 0.7421 0.6249 0.94 0.29 0.37
C -0.4726 0.6722 -0.0621 -1.50 -0.28 -0.65
C -1.5900 -0.2550 0.6242 0.11 0.50 0.11
C -0.9661 -1.3507 -0.2097 0.22 0.28 0.04
O 0.1022 -1.8402 0.4927 0.60 -0.69 -0.11
C -0.4964 -0.3762 -1.2612 0.19 0.50 -0.04
H 1.6705 0.9603 2.3165 -0.27 0.07 -0.09
H 1.7206 0.8916 0.0807 -0.20 -0.02 0.15
H 0.9376 -1.6754 0.0074 -0.55 -0.27 0.24
H -0.8990 1.6351 -0.3648 0.14 0.04 0.09
H -1.5421 -0.3655 1.7098 0.00 -0.04 -0.22
H -2.5834 0.0666 0.2966 0.21 -0.11 0.05
H 0.4496 -0.5953 -1.7755 -0.17 0.00 0.13
H -1.2521 -0.0844 -1.9960 0.10 -0.12 0.17

[4]
57
Properties=species:S:1:pos:R:3:forces:R:3 method="wB97M-V/def2-TZVPD" gap_ev=9.4 smiles="CC(=O)NCCC(=O)NCC1(N(C)Cc2ccccc2)Cc2ccccc2C1" total_charge=0 lumo_ev=0.5 homo_energy_ha=-0.325 total_energy_ha=-1208.63711
C 3.5424 0.6249 -2.5459 0.23 -0.12 -0.01
C 3.7780 -0.6124 -1.7075 -0.29 0.45 -0.14
O 4.8557 -1.1541 -1.5870 0.44 -0.20 -0.03
N 2.6611 -1.0564 -1.0830 -0.32 -0.29 0.10
H 1.7812 -0.5923 -1.2458 0.03 0.14 0.02
C 2.6190 -2.3080 -0.3718 0.13 -0.16 -0.04
H 2.1211 -2.1566 0.5921 0.07 -0.03 0.01
H 3.6556 -2.6058 -0.1953 -0.18 0.02 0.08
C 1.8981 -3.3954 -1.1866 0.11 0.23 -0.08
C 0.5332 -2.9008 -1.6353 0.40 -0.42 0.16
O 0.2620 -2.6555 -2.7934 0.00 0.06 -0.38
N -0.3483 -2.7336 -0.6257 -0.34 0.02 0.38
H -0.0464 -2.9076 0.3190 0.12 -0.03 -0.08
C -1.6382 -2.1104 -0.7887 -0.07 0.23 -0.07
H -1.7956 -1.9717 -1.8588 -0.04 -0.05 0.08
H -2.4176 -2.7835 -0.4131 0.00 0.15 -0.07
C -1.7406 -0.7769 -0.0191 -0.05 -0.36 -0.06
N -0.6598 0.1237 -0.4292 0.04 0.04 0.05
C -0.5620 0.3713 -1.8597 -0.09 -0.09 -0.06
H 0.2519 1.0780 -2.0216 0.02 0.03 -0.08
H -1.4752 0.8140 -2.2836 -0.02 0.07 -0.01
H -0.3360 -0.5394 -2.4070 0.00 -0.01 -0.07
C -0.6387 1.4065 0.2743 0.13 -0.08 0.08
C 0.7676 1.9465 0.3120 -0.02 0.15 -0.01
C 1.7686 1.2176 0.9432 -0.05 0.11 0.04
C 3.0681 1.6870 0.9841 0.02 -0.02 0.07
C 3.3840 2.9006 0.3953 0.05 0.08 -0.01
C 2.3943 3.6367 -0.2332 0.09 0.11 -0.03
C 1.0946 3.1599 -0.2772 -0.04 -0.04 0.04
H 0.3268 3.7392 -0.7711 -0.10 0.03 -0.05
H 2.6344 4.5831 -0.6954 0.03 0.07 -0.04
H 4.3983 3.2688 0.4239 0.10 0.03 0.00
H 3.8371 1.1064 1.4710 0.08 -0.07 0.04
H 1.5207 0.2737 1.4048 -0.03 -0.16 0.03
H -0.9856 1.2746 1.2990 -0.02 0.03 -0.07
H -1.3046 2.1424 -0.2044 -0.02 -0.03 0.07
C -3.1642 -0.1713 -0.1878 0.08 -0.05 -0.07
C -3.5613 0.2679 1.1880 0.13 -0.06 0.14
C -4.6272 1.0620 1.5612 -0.01 0.01 0.06
C -4.8080 1.3500 2.9066 -0.13 0.08 -0.05
C -3.9347 0.8511 3.8583 0.06 -0.02 0.15
C -2.8628 0.0534 3.4837 -0.04 0.02 0.02
C -2.6835 -0.2324 2.1448 -0.17 0.00 -0.09
C -1.6164 -1.0670 1.5025 -0.07 0.07 0.00
H -1.8164 -2.1226 1.7068 0.06 -0.06 0.00
H -0.6185 -0.8378 1.8770 0.08 -0.03 -0.01
H -2.1801 -0.3326 4.2268 0.07 -0.03 0.09
H -4.0870 1.0862 4.9012 -0.02 0.03 0.09
H -5.6364 1.9711 3.2136 -0.07 0.06 0.04
H -5.3081 1.4542 0.8200 -0.08 0.06 -0.07
H -3.8615 -0.9245 -0.5623 -0.04 -0.01 -0.07
H -3.1700 0.6568 -0.8968 0.00 -0.01 -0.10
H 1.7961 -4.3007 -0.5868 -0.01 -0.06 0.02
H 2.4816 -3.6228 -2.0788 -0.08 -0.01 0.03
H 3.1117 1.4161 -1.9372 -0.10 0.09 0.05
H 2.8554 0.3869 -3.3554 -0.09 0.01 -0.08
H 4.4861 0.9617 -2.9643 0.02 0.00 0.01

[5]
68
Properties=species:S:1:pos:R:3:forces:R:3 method="wB97M-V/def2-TZVPD" gap_ev=7.2 total_charge=0 lumo_ev=-0.7 homo_energy_ha=-0.290 total_energy_ha=-5556.29209
Hg 13.6199 8.9994 6.3463 -0.49 -0.64 -0.19
C 14.6663 13.3578 5.9486 -0.06 0.17 -0.73
C 14.6656 11.9066 5.6666 -2.11 -2.07 0.54
N 13.5409 11.1811 5.6823 2.57 0.41 -0.43
N 12.3791 11.7894 5.5793 0.10 1.34 -0.18
C 11.3010 11.0415 5.7360 0.32 -1.68 1.01
O 11.2976 9.8188 6.0743 0.14 0.29 -0.37
C 10.0355 11.7768 5.6784 -1.27 1.12 -0.26
C 8.7821 11.1828 5.7183 -0.20 -0.63 -0.26
C 7.6195 11.9309 5.8258 -0.46 0.74 -0.18
C 7.6582 13.3336 5.8975 0.14 -0.30 -0.03
C 8.9064 13.9480 5.7958 -0.74 -0.10 0.48
C 10.0365 13.1682 5.6637 0.79 0.39 0.16
C 15.9173 11.1483 5.5740 1.31 -0.06 0.41
C 17.0996 11.6749 6.1632 -0.68 0.92 -0.16
C 18.3089 11.0174 6.0414 -0.90 -1.57 0.11
C 18.2689 9.7371 5.4409 0.43 1.33 0.08
C 17.0889 9.3263 4.8574 0.04 -0.89 -0.25
N 15.9350 9.9809 4.9150 -0.22 0.56 0.27
H 13.6177 13.6711 5.8718 0.45 0.27 0.48
H 15.2604 13.8915 5.1974 -0.07 0.04 0.15
H 15.1558 13.5079 6.9240 -0.56 0.27 -0.15
H 8.6987 10.1149 5.5783 0.08 -0.17 0.32
H 6.6505 11.4369 5.8156 0.22 -0.04 0.08
H 6.7474 13.9439 6.0168 0.51 -0.51 -0.06
H 8.9854 15.0217 5.9486 0.09 -0.14 -0.37
H 10.9933 13.6512 5.5899 0.21 0.17 0.07
H 16.9986 12.6404 6.6905 0.38 -0.66 -0.38
H 19.2185 11.3600 6.5022 0.12 0.29 0.02
H 19.1694 9.1419 5.3815 -0.08 -0.08 -0.13
H 17.0638 8.3949 4.2853 -0.02 0.14 0.27
C 10.3954 9.8583 11.5980 0.43 0.21 -0.38
Si 10.9624 8.1700 10.8666 0.84 -0.04 0.19
C 10.0797 7.7094 9.2725 -0.78 -0.12 0.49
C 10.8132 6.8549 12.2162 -0.33 -0.22 0.79
C 12.8661 8.1725 10.4146 -0.07 0.98 -0.30
Te 13.4977 9.8864 9.1616 -0.42 -0.26 0.67
C 15.5583 9.5445 9.5320 1.02 1.14 -0.10
Si 16.3646 10.6381 10.9011 0.55 -0.08 -0.69
C 15.4825 10.4285 12.5622 -0.23 -0.12 0.01
C 16.3982 12.4752 10.4256 -0.52 0.23 -0.87
C 18.1910 10.0864 10.9161 0.47 -0.29 1.13
H 9.5023 9.7825 12.2471 0.34 -0.14 -0.47
H 10.1591 10.5168 10.7335 0.01 -0.20 0.58
H 11.1721 10.3875 12.2047 -0.41 -0.55 -0.51
H 8.9896 7.6927 9.5138 0.60 -0.04 -0.37
H 10.3600 6.7226 8.8703 -0.02 0.26 0.36
H 10.2349 8.4188 8.4601 0.00 0.21 0.01
H 9.9094 6.9714 12.8874 0.91 -0.03 -0.81
H 11.7076 6.8736 12.8764 -0.49 0.17 -0.30
H 10.7905 5.8340 11.8095 -0.09 0.25 -0.04
H 13.1941 7.3839 9.7257 -0.27 -0.27 0.61
H 13.5351 8.2515 11.2982 -0.40 -0.14 -0.56
H 16.1097 9.7090 8.5745 -0.36 -0.12 0.62
H 15.7082 8.5140 9.8183 -0.15 -0.48 -0.06
H 14.6417 11.1618 12.6166 0.65 -0.48 0.12
H 16.2398 10.6513 13.3417 -0.60 -0.05 -0.20
H 15.0545 9.4122 12.7587 0.49 0.78 -0.21
H 15.3458 12.8754 10.5105 1.14 -0.07 -0.05
H 16.7317 12.6097 9.3453 -0.42 -0.23 1.21
H 17.1145 13.0616 11.0458 -0.68 -0.38 -0.26
H 18.2867 9.1198 11.4869 -0.02 0.75 -0.63
H 18.8670 10.8156 11.4573 -0.80 -0.64 -0.58
H 18.6125 9.9334 9.9056 -0.30 0.07 0.40
Cl 14.8803 5.2756 7.9528 -0.17 0.45 -0.10
Ge 13.9095 6.4021 6.3381 -0.74 0.16 -0.02
Cl 11.8039 5.6504 6.4124 0.78 0.21 0.01
Cl 14.7679 5.4099 4.6128 -0.03 0.16 0.00

Computed values of energy relative to the best compared isomer or geometry (same formula, charge and spin) (unit: kJ/mol) for the preceding records, in sequence: 4.9, 60.9, 469.2, 64.0, 0.0.